Record 1
{"formula": "C27H27N4O4PdS", "method": "ωB97M-V/def2-TZVPD", "total_charge": -1, "e_tot_ev": -56904.7336, "e_lumo_ev": 2.6237, "max_force_ha_per_bohr": 0.014, "symbols": ["Pd", "C", "O", "C", "C", "C", "C", "C", "C", "N", "N", "C", "O", "C", "C", "C", "C", "C", "C", "C", "O", "H", "H", "H", "H", "H", "H", "H", "H", "H", "H", "H", "H", "C", "C", "N", "C", "C", "C", "S", "N", "C", "O", "C", "C", "C", "C", "C", "C", "H", "H", "H", "H", "H", "H", "H", "H", "H", "H", "H", "H", "H", "H", "H"], "xyz": [[0.2202, -0.0131, -0.2771], [-3.0809, -2.6701, -1.6928], [-3.7771, -2.9108, -0.4731], [-3.3331, -2.3851, 0.7197], [-4.2656, -2.3480, 1.7215], [-3.9811, -1.8284, 3.0002], [-2.7349, -1.3091, 3.2264], [-1.7592, -1.3010, 2.2127], [-0.4606, -0.7601, 2.5404], [0.3700, -0.2552, 1.7108], [1.6734, 0.0177, 2.1921], [2.5052, -0.0594, 1.2043], [2.2172, -0.3681, -0.0254], [3.9403, 0.2469, 1.5102], [4.8948, 0.0866, 0.5139], [6.2335, 0.3565, 0.7731], [6.6245, 0.7913, 2.0313], [5.6705, 0.9547, 3.0294], [4.3359, 0.6826, 2.7715], [-1.9778, -1.9228, 0.9305], [-1.0522, -2.0848, 0.0819], [-3.7387, -3.0687, -2.4674], [-2.1140, -3.1608, -1.7214], [-2.9223, -1.6023, -1.8596], [-5.2529, -2.7362, 1.4944], [-4.7385, -1.8268, 3.7728], [-2.4890, -0.8806, 4.1937], [-0.1222, -0.7895, 3.5783], [4.5661, -0.2490, -0.4605], [6.9711, 0.2263, -0.0094], [7.6670, 1.0050, 2.2347], [5.9695, 1.2945, 4.0137], [3.5812, 0.8011, 3.5369], [-1.4070, 3.6983, -5.1940], [-1.9467, 2.2882, -5.0105], [-0.9427, 1.3849, -4.4518], [-0.1785, 0.6001, -5.4121], [-0.8171, -0.7509, -5.7024], [-0.7909, 1.2616, -3.1128], [0.4010, 0.1477, -2.5642], [-1.5717, 2.0802, -2.4007], [-1.8227, 1.9507, -1.1033], [-1.6272, 0.9723, -0.3532], [-2.5326, 3.1229, -0.4645], [-2.6703, 3.1331, 0.9177], [-3.3253, 4.1844, 1.5441], [-3.8524, 5.2233, 0.7882], [-3.7141, 5.2149, -0.5938], [-3.0510, 4.1665, -1.2177], [-2.1509, 4.3400, -5.6713], [-0.5083, 3.6961, -5.8149], [-1.1507, 4.1207, -4.2222], [-2.2602, 1.8665, -5.9680], [-2.8127, 2.3006, -4.3541], [0.8353, 0.4681, -5.0375], [-0.1117, 1.1962, -6.3253], [-0.8680, -1.3414, -4.7877], [-0.2293, -1.3034, -6.4380], [-1.8294, -0.6286, -6.0938], [-2.2617, 2.3072, 1.4847], [-3.4264, 4.1890, 2.6220], [-4.3753, 6.0374, 1.2754], [-4.1237, 6.0238, -1.1865], [-2.9266, 4.1443, -2.2931]], "forces_ev_per_a": [[0.60, 0.18, -0.37], [-0.12, 0.13, 0.13], [0.16, -0.26, -0.01], [-0.03, 0.14, -0.14], [-0.08, 0.05, 0.08], [-0.04, -0.04, -0.08], [0.03, 0.00, -0.01], [0.09, 0.07, 0.05], [-0.24, -0.04, 0.17], [0.35, -0.02, -0.04], [-0.55, -0.01, -0.09], [0.25, 0.10, -0.09], [-0.07, 0.25, 0.15], [-0.10, -0.23, -0.11], [0.10, 0.02, -0.04], [-0.07, -0.01, 0.00], [-0.02, 0.00, -0.01], [-0.03, -0.01, -0.02], [0.03, 0.02, 0.06], [0.18, 0.04, 0.10], [-0.49, -0.24, -0.05], [0.01, 0.04, 0.00], [0.06, -0.04, 0.03], [0.00, 0.04, 0.02], [0.00, 0.01, 0.00], [-0.01, -0.01, -0.01], [0.03, -0.01, -0.01], [-0.05, 0.02, 0.00], [0.01, 0.00, 0.00], [-0.01, 0.00, 0.00], [0.00, 0.00, 0.00], [0.00, 0.00, 0.00], [0.01, 0.00, 0.00], [0.03, 0.04, 0.01], [0.01, -0.06, 0.04], [-0.08, -0.05, -0.15], [0.03, 0.07, 0.02], [-0.03, -0.03, 0.02], [-0.12, -0.09, 0.04], [-0.05, 0.13, 0.14], [0.26, 0.13, -0.01], [-0.31, 0.14, 0.10], [0.19, -0.26, 0.22], [0.10, -0.32, -0.14], [-0.06, 0.07, 0.14], [0.04, -0.05, -0.06], [-0.01, 0.00, 0.00], [0.05, -0.07, -0.02], [-0.04, 0.17, -0.08], [0.00, -0.01, 0.01], [-0.02, 0.00, -0.01], [0.00, -0.01, -0.01], [0.01, 0.00, -0.01], [-0.01, -0.01, 0.00], [0.00, 0.00, 0.00], [0.01, 0.00, -0.01], [0.00, 0.00, -0.01], [-0.01, 0.02, 0.00], [0.01, 0.00, 0.00], [-0.02, -0.01, 0.00], [-0.01, 0.00, 0.00], [0.02, 0.01, 0.00], [0.00, 0.00, 0.01], [-0.02, -0.01, 0.04]], "mulliken_charge": [0.18, -0.56, -0.50, 0.13, -0.53, -0.62, -0.73, 0.79, -0.67, 0.50, -0.77, 0.81, -0.93, 0.34, -0.45, -0.56, -0.35, -0.56, -0.25, 0.74, -0.90, 0.32, 0.25, 0.13, 0.39, 0.35, 0.37, 0.37, 0.39, 0.37, 0.37, 0.36, 0.43, -1.19, -0.67, 0.17, -1.09, -0.96, 0.44, -0.09, -0.15, 0.05, -0.58, 0.38, -0.39, -0.67, -0.33, -0.67, -0.16, 0.34, 0.41, 0.24, 0.44, 0.45, 0.56, 0.41, 0.24, 0.39, 0.31, 0.41, 0.40, 0.36, 0.39, 0.32]}

=====

Record 2
{"formula": "C27H27NO2SeY", "method": "ωB97M-V/def2-TZVPD", "total_charge": -1, "e_tot_ev": -100415.4690, "e_lumo_ev": 2.6045, "max_force_ha_per_bohr": 0.037, "e_above_lowest_kcal_mol": 7.4, "symbols": ["Y", "C", "C", "O", "C", "C", "C", "C", "C", "C", "O", "H", "H", "H", "H", "H", "H", "H", "C", "C", "C", "C", "C", "C", "C", "C", "C", "C", "C", "C", "C", "C", "H", "H", "H", "H", "H", "H", "H", "H", "H", "H", "H", "C", "C", "C", "C", "C", "N", "H", "H", "H", "H", "H", "H", "H", "H", "H", "Se"], "xyz": [[1.7894, 0.6671, 1.0819], [-0.0672, -0.1219, 5.2170], [0.7626, -0.4357, 3.9904], [1.2163, 0.5278, 3.3640], [0.9635, -1.8192, 3.6053], [0.3572, -2.8544, 4.3482], [0.4646, -4.1726, 3.9948], [1.2006, -4.5105, 2.8464], [1.8169, -3.5428, 2.1047], [1.7410, -2.1596, 2.4461], [2.3592, -1.3090, 1.7129], [-0.0836, 0.9568, 5.3497], [0.3570, -0.5910, 6.1056], [-1.0896, -0.4789, 5.0915], [-0.2194, -2.5943, 5.2260], [-0.0184, -4.9415, 4.5834], [1.2753, -5.5499, 2.5473], [2.3912, -3.7882, 1.2200], [-4.1359, -1.2672, -2.7986], [-3.8709, 0.0281, -2.3745], [-2.8257, 0.2924, -1.5042], [-2.0105, -0.7405, -1.0236], [-2.2843, -2.0373, -1.4793], [-3.3309, -2.3029, -2.3465], [-0.8324, -0.5540, -0.1499], [-0.4223, 0.5168, 0.5583], [-1.2682, 1.6795, 0.8437], [-0.8463, 2.9830, 0.5375], [-1.6223, 4.0782, 0.8815], [-2.8197, 3.9133, 1.5663], [-3.2334, 2.6318, 1.9073], [-2.4724, 1.5313, 1.5517], [-4.9511, -1.4656, -3.4841], [-4.4856, 0.8472, -2.7294], [-2.6277, 1.3101, -1.2054], [-1.6506, -2.8455, -1.1302], [-3.5162, -3.3187, -2.6761], [-0.1792, -1.4298, -0.1696], [0.1073, 3.1311, 0.0387], [-1.2774, 5.0744, 0.6297], [-3.4137, 4.7750, 1.8469], [-4.1616, 2.4920, 2.4509], [-2.8003, 0.5303, 1.8082], [3.8667, -0.0272, -4.2047], [2.7689, 0.8804, -3.6287], [1.5603, 0.9174, -4.5719], [3.3210, 2.2919, -3.3725], [2.3539, 0.3247, -2.3415], [2.0265, -0.1111, -1.3342], [4.1935, 0.3763, -5.1640], [3.4969, -1.0425, -4.3552], [4.7235, -0.0619, -3.5317], [1.8810, 1.2847, -5.5481], [0.7899, 1.5840, -4.1852], [1.1288, -0.0770, -4.6962], [3.8164, 2.6591, -4.2748], [4.0268, 2.2911, -2.5414], [2.5223, 2.9766, -3.0922], [3.2383, 2.5981, 0.4578]], "forces_ev_per_a": [[0.94, -0.43, 0.48], [0.12, 0.11, 0.04], [-0.10, 0.10, 0.15], [-0.11, 0.00, -0.01], [0.13, -0.14, -0.35], [0.02, 0.11, 0.00], [-0.06, -0.11, 0.06], [-0.03, 0.07, 0.05], [0.09, 0.01, -0.04], [-0.07, -0.24, 0.21], [0.26, -0.75, 0.20], [0.02, -0.01, -0.03], [-0.04, -0.02, 0.01], [0.01, -0.04, -0.01], [-0.02, -0.02, 0.00], [0.00, 0.02, 0.00], [0.03, 0.01, -0.01], [-0.01, 0.01, 0.01], [-0.01, -0.02, -0.03], [-0.04, 0.03, -0.01], [0.12, -0.06, 0.05], [-0.17, -0.26, -0.08], [0.01, 0.08, 0.11], [-0.02, -0.02, -0.02], [0.07, 0.41, 0.16], [-1.83, -0.16, -0.47], [-0.22, 0.08, -0.06], [-0.05, -0.11, -0.03], [-0.06, 0.06, 0.03], [0.03, 0.07, -0.01], [-0.06, -0.03, 0.02], [0.07, 0.06, -0.03], [0.00, 0.01, 0.02], [0.01, 0.00, 0.00], [0.01, 0.06, 0.03], [-0.01, -0.02, -0.03], [0.01, 0.00, 0.01], [0.08, 0.05, -0.13], [0.01, 0.01, 0.02], [0.01, -0.01, 0.00], [0.00, -0.01, 0.00], [0.01, -0.01, 0.00], [-0.01, 0.00, 0.01], [-0.02, 0.01, 0.10], [0.21, 0.19, -0.26], [-0.02, -0.02, 0.07], [0.03, -0.01, 0.04], [-0.22, -0.18, 0.12], [0.15, -0.11, -0.05], [-0.01, 0.00, -0.01], [0.02, 0.00, -0.01], [0.00, -0.01, -0.01], [0.01, 0.02, 0.01], [-0.01, -0.02, 0.01], [0.00, 0.01, -0.02], [-0.07, -0.05, -0.03], [0.00, 0.01, 0.01], [-0.01, 0.00, 0.02], [0.84, 1.29, -0.31]], "mulliken_charge": [0.94, -1.66, 1.43, -0.66, 0.40, -0.67, -0.76, -0.38, -0.55, 0.51, -0.94, 0.35, 0.47, 0.38, 0.31, 0.38, 0.37, 0.42, -0.40, -0.71, -0.19, 0.37, -0.48, -0.57, -0.82, 0.23, -0.06, 0.05, -0.81, -0.37, -0.74, 0.06, 0.36, 0.39, 0.47, 0.39, 0.37, 0.10, 0.34, 0.40, 0.37, 0.37, 0.42, -1.70, 2.37, -1.68, -1.56, -0.42, -0.32, 0.41, 0.39, 0.40, 0.40, 0.38, 0.39, 0.41, 0.31, 0.35, -1.01]}

=====

Record 3
{"formula": "C27H28AuClI2N2O2", "method": "ωB97M-V/def2-TZVPD", "total_charge": 2, "e_tot_ev": -67928.9797, "e_lumo_ev": -9.7507, "max_force_ha_per_bohr": 0.020, "e_above_lowest_kcal_mol": 23.6, "symbols": ["Au", "C", "C", "C", "C", "C", "C", "C", "C", "N", "C", "C", "C", "C", "N", "C", "C", "C", "C", "C", "C", "C", "C", "H", "H", "H", "H", "H", "H", "H", "H", "H", "H", "H", "H", "H", "H", "H", "H", "H", "H", "H", "H", "H", "H", "H", "H", "Cl", "C", "C", "C", "C", "C", "C", "C", "O", "O", "H", "H", "H", "H", "I", "I"], "xyz": [[-0.8819, 0.2149, 0.4425], [-0.3376, 1.4132, 3.5784], [-1.3324, 0.3267, 3.8755], [-2.2367, 0.4507, 4.9190], [-3.1369, -0.5675, 5.2041], [-3.1434, -1.7315, 4.4562], [-2.2460, -1.9188, 3.4072], [-2.2702, -3.2028, 2.6264], [-1.3592, -0.8704, 3.1487], [-0.4532, -0.9699, 2.0339], [0.5167, -1.8015, 1.9719], [0.9245, -2.7112, 3.0738], [1.3259, -1.7827, 0.6971], [2.4207, -2.7737, 0.5042], [1.0270, -0.8936, -0.1668], [1.6534, -0.4752, -1.3036], [2.8117, 0.3669, -1.1665], [3.3074, 0.7556, 0.1831], [3.4009, 0.8109, -2.3277], [2.8501, 0.4868, -3.5633], [1.6963, -0.3101, -3.6791], [1.0705, -0.8005, -2.5645], [-0.1673, -1.6338, -2.6287], [-0.4854, 2.2540, 4.2522], [-0.4267, 1.8091, 2.5607], [0.6899, 1.0647, 3.7054], [-2.2367, 1.3543, 5.5141], [-3.8401, -0.4492, 6.0171], [-3.8538, -2.5158, 4.6840], [-3.2909, -3.5745, 2.5536], [-1.6858, -3.9769, 3.1290], [-1.8950, -3.0939, 1.6079], [0.3464, -2.5145, 3.9723], [1.9859, -2.5790, 3.2899], [0.7798, -3.7529, 2.7788], [2.0401, -3.7823, 0.6745], [3.2057, -2.6045, 1.2452], [2.8458, -2.7067, -0.4933], [2.5332, 1.3235, 0.7060], [4.1943, 1.3779, 0.0983], [3.5689, -0.1140, 0.7896], [4.2806, 1.4381, -2.2806], [3.3176, 0.8629, -4.4643], [1.3013, -0.5340, -4.6610], [-0.4241, -1.8625, -3.6603], [-1.0131, -1.1009, -2.1834], [-0.0504, -2.5767, -2.0904], [-1.1159, 5.3761, -6.3966], [-0.9145, 4.4298, -4.9733], [-1.9329, 3.5699, -4.5776], [-1.7692, 2.8135, -3.4324], [-0.5912, 2.9130, -2.6929], [0.4199, 3.7842, -3.0991], [0.2620, 4.5465, -4.2399], [-0.3795, 2.1037, -1.4821], [0.6788, 2.0596, -0.8564], [-1.3969, 1.3584, -1.0907], [-2.8392, 3.5070, -5.1627], [-2.5565, 2.1474, -3.1076], [1.3203, 3.8681, -2.5057], [1.0289, 5.2352, -4.5644], [-3.7552, -1.0092, -0.1847], [-3.7864, -2.8321, -2.1012]], "forces_ev_per_a": [[0.41, -0.84, -0.41], [0.05, 0.07, 0.00], [-0.11, 0.01, 0.11], [0.04, 0.01, -0.04], [0.00, 0.02, 0.02], [0.06, -0.04, -0.07], [-0.17, 0.02, 0.08], [-0.02, -0.03, -0.03], [0.17, 0.01, -0.17], [-0.31, 0.04, -0.09], [0.28, -0.01, -0.12], [-0.05, 0.04, 0.03], [-0.18, -0.07, 0.24], [0.03, 0.04, -0.04], [-0.48, 0.53, 0.20], [0.39, 0.17, -0.19], [-0.47, -0.39, 0.02], [0.02, 0.03, 0.02], [-0.05, -0.02, -0.13], [-0.27, -0.18, -0.04], [0.37, 0.30, -0.19], [0.07, 0.00, 0.39], [0.05, -0.01, -0.05], [0.01, -0.01, 0.00], [-0.01, -0.01, 0.00], [0.00, 0.00, -0.01], [0.01, 0.01, 0.00], [0.00, 0.00, 0.00], [0.00, -0.01, 0.00], [0.00, -0.01, 0.02], [0.00, 0.00, -0.01], [0.02, 0.01, 0.00], [0.02, -0.02, 0.01], [0.01, 0.00, 0.00], [0.00, 0.00, -0.01], [-0.02, 0.00, 0.00], [0.01, 0.01, -0.01], [0.00, 0.02, 0.01], [0.01, 0.01, 0.01], [0.00, 0.01, 0.02], [0.02, 0.00, 0.02], [0.01, 0.00, 0.03], [-0.01, -0.01, 0.00], [0.00, 0.00, 0.00], [-0.01, 0.00, 0.00], [-0.02, 0.03, 0.01], [-0.01, 0.00, 0.01], [0.00, -0.01, 0.02], [-0.01, 0.01, -0.02], [0.04, 0.03, 0.01], [0.03, 0.01, 0.02], [0.01, 0.00, 0.02], [-0.02, -0.01, 0.02], [-0.06, -0.02, 0.00], [0.29, 0.12, -0.16], [-0.12, 0.15, 0.02], [-0.10, -0.17, 0.21], [0.00, 0.00, 0.00], [-0.01, 0.00, -0.01], [0.00, -0.01, 0.00], [0.01, 0.00, 0.00], [-0.03, 0.20, 0.25], [0.09, 0.01, 0.02]], "mulliken_charge": [0.36, -1.25, 0.71, -1.04, -0.96, -0.83, 1.25, -1.62, 0.00, 0.31, 1.45, -2.06, 0.72, -1.75, 0.21, -0.57, 1.73, -1.35, -1.09, -0.80, -1.04, 1.21, -0.94, 0.46, 0.24, 0.27, 0.45, 0.46, 0.52, 0.52, 0.30, 0.23, 0.41, 0.53, 0.41, 0.46, 0.45, 0.41, 0.30, 0.47, 0.25, 0.48, 0.51, 0.49, 0.46, -0.09, 0.35, -0.16, 0.42, -0.85, -0.28, 0.31, -0.29, -0.82, 0.68, -0.51, -0.58, 0.43, 0.49, 0.47, 0.44, 0.16, 0.07]}